Entry 1:
The following is a DFT calculation (ωB97M-V with the def2-TZVPD basis set) of C28H56Li3O11P as an isolated structure.

Each line ends with the Mulliken charge.
Cartesian coordinates (Å):
Li1 26.68 -15.86 -0.13  0.7657
Li2 27.76 -19.25 -0.31  0.6786
Li3 29.58 -15.58 -2.13  0.7551
P1 28.22 -17.28 -1.41  0.4664
O1 26.84 -17.70 -0.82  -0.5160
O2 28.49 -15.93 -0.65  -1.1974
O3 28.24 -16.83 -2.86  -0.8567
O4 29.21 -18.43 -1.13  -0.2350
C1 27.00 -12.93 -4.09  0.0168
C2 27.69 -11.82 -3.28  -0.7265
C3 28.57 -12.58 -2.33  -0.5108
O5 28.95 -13.77 -3.04  -0.0560
C4 27.95 -14.11 -4.02  -0.0116
H1 26.77 -12.63 -5.11  0.4424
H2 26.08 -13.11 -3.53  -0.3210
H3 26.90 -11.18 -2.89  0.3785
H4 28.28 -11.16 -3.93  0.2683
H5 28.12 -12.89 -1.38  0.1614
H6 29.51 -12.04 -2.17  0.2963
H7 27.41 -15.03 -3.81  -0.1193
H8 28.48 -14.24 -4.96  0.2433
C5 31.77 -21.26 -2.69  -0.0183
C6 32.86 -22.30 -2.39  -0.6016
C7 32.40 -22.96 -1.10  -0.5598
O6 31.06 -22.50 -0.87  -0.4118
C8 30.99 -21.18 -1.40  0.4097
H9 31.09 -21.64 -3.46  0.2774
H10 32.12 -20.30 -3.06  -0.0368
H11 33.85 -21.85 -2.25  0.2703
H12 32.88 -23.01 -3.22  0.2878
H13 33.01 -22.67 -0.24  0.2976
H14 32.37 -24.04 -1.19  0.3061
H15 31.40 -20.45 -0.69  0.0158
H16 29.96 -20.88 -1.56  -0.3030
C9 27.08 -21.19 -4.01  -0.5967
C10 27.42 -22.39 -3.13  -0.2620
C11 26.92 -22.04 -1.72  -0.7779
O7 26.90 -20.63 -1.66  -0.1752
C12 26.83 -20.07 -2.97  0.2145
H17 26.12 -21.30 -4.53  0.3004
H18 27.89 -20.95 -4.68  0.2986
H19 28.50 -22.47 -2.95  -0.1250
H20 27.13 -23.37 -3.51  0.4316
H21 27.60 -22.50 -1.00  0.3852
H22 25.92 -22.48 -1.56  0.3168
H23 27.71 -19.42 -3.07  -0.2953
H24 25.97 -19.42 -3.12  0.3575
C13 32.86 -17.20 -3.83  -0.3096
C14 33.46 -15.79 -3.85  -0.7741
C15 32.28 -14.86 -3.57  -0.6744
O8 31.15 -15.68 -3.26  0.1883
C16 31.36 -16.99 -3.84  -0.1215
H25 33.27 -17.78 -3.00  0.0515
H26 33.21 -17.71 -4.72  0.4596
H27 33.81 -15.60 -4.87  0.2843
H28 34.27 -15.70 -3.12  0.2547
H29 32.02 -14.29 -4.48  0.3010
H30 32.39 -14.09 -2.80  0.4185
H31 30.97 -16.92 -4.86  0.2924
H32 30.74 -17.67 -3.25  -0.2494
C17 23.43 -14.83 -2.50  -0.5466
C18 22.75 -14.23 -1.29  -0.5869
C19 23.93 -14.03 -0.33  -0.6941
O9 24.98 -14.89 -0.75  -0.2899
C20 24.46 -15.71 -1.84  0.5078
H33 23.75 -14.13 -3.26  0.2652
H34 22.76 -15.58 -2.95  0.3470
H35 22.07 -14.98 -0.88  0.2237
H36 22.21 -13.30 -1.51  0.3701
H37 23.63 -14.29 0.69  0.2872
H38 24.24 -12.98 -0.32  0.3321
H39 24.07 -16.66 -1.45  -0.4945
H40 25.32 -16.02 -2.45  0.2064
C21 32.15 -16.62 0.74  -0.0789
C22 33.28 -17.44 0.14  0.4235
C23 34.21 -17.47 1.34  -0.6169
O10 33.34 -17.74 2.44  -0.4355
C24 32.02 -17.26 2.11  -0.4641
H41 31.21 -16.55 0.21  -0.1282
H42 32.52 -15.60 0.91  0.3082
H43 33.69 -16.95 -0.75  0.0238
H44 33.00 -18.47 -0.10  -0.2442
H45 34.70 -16.51 1.55  0.3062
H46 35.06 -18.14 1.21  0.3533
H47 31.71 -16.55 2.89  0.3196
H48 31.37 -18.14 2.07  0.2320
C25 24.26 -19.24 0.63  0.3823
C26 23.56 -19.64 -0.67  0.0264
C27 22.18 -19.08 -0.43  -0.3036
O11 21.94 -19.46 0.95  -0.4516
C28 23.16 -19.28 1.71  -0.4468
H49 24.63 -18.22 0.57  -0.3575
H50 25.05 -19.95 0.86  0.0898
H51 23.54 -20.70 -0.89  0.3290
H52 24.12 -19.11 -1.45  -0.1969
H53 21.39 -19.65 -0.93  0.2755
H54 21.93 -18.02 -0.52  0.1174
H55 23.29 -20.11 2.40  0.3032
H56 23.11 -18.30 2.19  0.2563

Summary:
HOMO level   -7.84 eV
Net charge   0
E_LUMO   0.177 eV
Molar mass   620.54 u
Relative energy (zero: lowest compared OMol25 entry of this formula, charge and spin)   29.74 kcal per mole



Entry 2:
The following is a DFT calculation (ωB97M-V with the def2-TZVPD basis set) of a 7-piece molecular cluster, C28H56O19 overall.

Each line ends with the Mulliken charge.
Cartesian coordinates (Å):
C1 -8.93 -2.40 3.89  -0.9696
C2 -10.18 -1.57 3.59  -0.2510
O1 -11.26 -2.42 3.91  -0.3341
C3 -12.01 -2.25 5.05  0.7641
O2 -11.89 -1.21 5.71  -0.6020
O3 -12.72 -3.31 5.20  -0.2858
C4 -13.48 -3.51 6.38  -0.6624
H1 -9.04 -3.25 4.57  0.3069
H2 -8.27 -1.68 4.37  0.2856
H3 -8.49 -2.77 2.97  0.2814
H4 -10.22 -1.22 2.56  0.3288
H5 -10.18 -0.69 4.23  0.2742
H6 -12.99 -3.17 7.29  0.3305
H7 -13.51 -4.59 6.50  0.2539
H8 -14.50 -3.20 6.17  0.2796
C5 4.28 -0.53 -8.30  -1.1774
C6 3.04 -1.10 -7.62  -0.1879
O4 2.75 -2.39 -8.06  -0.2752
C7 1.52 -2.95 -7.90  0.7627
O5 0.51 -2.38 -7.40  -0.5935
O6 1.56 -4.13 -8.53  -0.3055
C8 0.25 -4.78 -8.65  -0.6025
H9 4.61 0.47 -8.03  0.3575
H10 4.03 -0.64 -9.35  0.3144
H11 5.07 -1.28 -8.25  0.3004
H12 2.16 -0.47 -7.75  0.3283
H13 3.26 -1.06 -6.55  0.2795
H14 -0.05 -5.06 -7.64  0.2839
H15 0.38 -5.66 -9.28  0.2085
H16 -0.42 -4.00 -9.00  0.3069
C9 -10.70 6.82 5.31  -1.1592
C10 -10.03 5.70 4.48  -0.2141
O7 -8.65 5.74 4.71  -0.2384
C11 -7.79 5.11 3.85  0.7136
O8 -8.08 4.60 2.77  -0.5620
O9 -6.52 5.27 4.31  -0.3169
C12 -5.41 4.74 3.53  -0.6081
H17 -10.53 6.69 6.37  0.3207
H18 -11.77 6.69 5.12  0.3670
H19 -10.43 7.77 4.84  0.3156
H20 -10.33 5.88 3.45  0.3038
H21 -10.52 4.79 4.83  0.2702
H22 -5.57 3.69 3.29  0.2924
H23 -4.51 4.81 4.14  0.2305
H24 -5.23 5.31 2.61  0.2848
C13 6.49 -5.97 3.29  -1.2374
C14 5.10 -6.65 3.28  -0.0406
O10 4.56 -6.51 4.51  -0.2568
C15 3.34 -6.95 4.84  0.7279
O11 2.93 -7.06 6.01  -0.5990
O12 2.74 -7.44 3.77  -0.3229
C16 1.44 -7.84 3.72  -0.6141
H25 7.18 -6.63 3.83  0.3150
H26 6.57 -4.95 3.65  0.3084
H27 6.99 -6.00 2.33  0.3983
H28 5.18 -7.73 3.18  0.2712
H29 4.50 -6.19 2.49  0.2525
H30 0.86 -6.96 3.98  0.2860
H31 1.32 -8.66 4.43  0.2871
H32 1.33 -8.15 2.68  0.2242
C17 14.14 -0.99 -6.12  -1.1699
C18 13.72 -1.68 -4.80  -0.1477
O13 12.56 -2.37 -5.11  -0.2576
C19 11.49 -2.33 -4.24  0.7451
O14 11.45 -1.71 -3.17  -0.5893
O15 10.48 -3.02 -4.74  -0.3179
C20 9.19 -2.98 -4.25  -0.6763
H33 13.42 -0.26 -6.49  0.3097
H34 14.26 -1.81 -6.84  0.2901
H35 15.08 -0.45 -6.06  0.3757
H36 13.59 -0.81 -4.16  0.2670
H37 14.47 -2.37 -4.42  0.3005
H38 9.10 -3.12 -3.17  0.3082
H39 8.66 -3.81 -4.73  0.2611
H40 8.59 -2.08 -4.33  0.3012
C21 1.32 8.52 -2.34  -1.1895
C22 0.37 8.59 -1.13  -0.2413
O16 1.02 9.30 -0.17  -0.2453
C23 0.45 9.58 0.95  0.7940
O17 -0.70 9.24 1.17  -0.5949
O18 1.32 10.20 1.71  -0.3068
C24 0.92 10.63 3.04  -0.7013
H41 1.23 9.55 -2.70  0.3105
H42 0.87 7.94 -3.14  0.3781
H43 2.35 8.19 -2.21  0.3112
H44 0.27 7.55 -0.80  0.2678
H45 -0.63 8.90 -1.44  0.3355
H46 0.00 10.20 3.44  0.3271
H47 0.94 11.71 3.15  0.2802
H48 1.65 10.44 3.83  0.2745
C25 -0.33 -1.39 -0.46  -0.4550
C26 0.54 -0.28 0.07  -0.4509
C27 1.78 -0.90 0.61  -0.4849
O19 2.00 -2.07 -0.25  -0.4016
C28 0.69 -2.57 -0.41  -0.4884
H49 -0.67 -1.26 -1.49  0.2303
H50 -1.22 -1.57 0.15  0.2724
H51 0.01 0.32 0.82  0.3124
H52 0.77 0.30 -0.82  0.2368
H53 1.58 -1.29 1.61  0.2838
H54 2.65 -0.25 0.61  0.3229
H55 0.39 -3.22 0.42  0.2548
H56 0.53 -3.27 -1.23  0.3676

Summary:
HOMO level   -9.86 eV
Net charge   0
E_LUMO   0.441 eV
SMILES string   CCOC(=O)OC.CCOC(=O)OC.CCOC(=O)OC.CCOC(=O)OC.CCOC(=O)OC.CCOC(=O)OC.C1CCOC1
Molar mass   696.74 u
Relative energy (zero: lowest compared OMol25 entry of this formula, charge and spin)   44.93 kcal per mole



Entry 3:
The following is a DFT calculation (ωB97M-V with the def2-TZVPD basis set) of a 5-piece molecular cluster, C28H57BrFNO14S4Si overall.

Each line ends with the Mulliken charge.
Cartesian coordinates (Å):
C1 5.35 -4.62 -3.67  -0.6780
O1 5.57 -3.35 -4.24  -0.3379
C2 6.16 -2.44 -3.31  -0.5540
C3 6.07 -0.98 -3.78  -0.7170
C4 4.83 -0.61 -4.63  -0.8483
C5 3.88 0.43 -3.95  -0.7574
Si1 2.56 -0.25 -2.77  0.0991
Br1 2.65 -2.51 -2.65  -0.2934
C6 0.87 0.36 -3.36  -1.1148
C7 0.10 -0.60 -4.29  -0.0826
C8 -0.55 -1.69 -3.47  0.2210
O2 -0.71 -1.57 -2.27  -0.5995
N1 -0.96 -2.96 -4.12  -0.1695
C9 -2.39 -3.03 -4.00  0.5585
C10 -3.01 -3.94 -3.19  -0.4810
C11 -4.39 -3.92 -3.11  -0.6681
C12 -5.10 -3.01 -3.83  -0.4238
C13 -4.48 -2.10 -4.65  -0.6344
C14 -3.11 -2.11 -4.74  -0.1541
C15 2.79 0.34 -0.96  0.6327
C16 3.19 1.80 -0.84  -1.2834
F1 3.77 -0.51 -0.40  -0.3641
H1 5.73 -4.67 -2.64  0.3371
H2 5.83 -5.39 -4.28  0.2675
H3 4.27 -4.83 -3.60  0.1740
H4 7.20 -2.74 -3.15  0.3964
H5 5.62 -2.52 -2.36  0.3430
H6 6.98 -0.77 -4.36  0.3809
H7 6.07 -0.35 -2.88  0.3021
H8 5.20 -0.10 -5.52  0.4296
H9 4.26 -1.47 -4.98  0.4494
H10 3.33 0.91 -4.77  0.4606
H11 4.45 1.23 -3.45  0.4772
H12 0.21 0.66 -2.54  0.4430
H13 1.04 1.28 -3.93  0.6271
H14 0.69 -0.98 -5.13  0.2530
H15 -0.72 -0.02 -4.75  -0.1111
H16 -0.53 -3.72 -3.60  0.3910
H17 -2.41 -4.65 -2.63  0.3503
H18 -4.88 -4.64 -2.45  0.3819
H19 -6.19 -2.97 -3.76  0.3547
H20 -5.01 -1.34 -5.23  0.3771
H21 -2.58 -1.40 -5.37  0.4528
H22 1.86 0.10 -0.44  0.1412
H23 2.35 2.44 -1.14  0.3558
H24 4.08 2.06 -1.42  0.3230
H25 3.40 2.00 0.22  0.3076
C17 -1.27 -2.07 2.00  -0.8190
C18 -2.52 -1.94 1.16  -0.2549
O3 -3.65 -2.59 1.76  -0.2500
S1 -4.41 -1.85 2.94  1.2400
C19 -5.85 -2.86 2.95  -0.9375
O4 -4.76 -0.53 2.51  -0.6528
O5 -3.69 -2.05 4.16  -0.6135
H26 -1.36 -1.50 2.93  0.2958
H27 -0.40 -1.69 1.46  0.2543
H28 -1.09 -3.11 2.28  0.3249
H29 -2.74 -0.89 0.95  0.3155
H30 -2.35 -2.43 0.20  0.1149
H31 -6.36 -2.75 2.00  0.3064
H32 -6.48 -2.53 3.77  0.3688
H33 -5.55 -3.89 3.11  0.3073
C20 3.97 0.26 4.16  -0.8838
C21 2.59 -0.16 4.62  -0.2015
O6 1.81 0.95 5.08  -0.1439
S2 1.14 1.90 4.00  1.1208
C22 0.04 2.74 5.09  -0.9705
O7 0.39 1.10 3.08  -0.5350
O8 2.12 2.83 3.52  -0.6196
H34 3.92 0.87 3.26  0.1315
H35 4.58 -0.62 3.94  0.4100
H36 4.46 0.86 4.93  0.2632
H37 2.06 -0.69 3.82  0.1639
H38 2.67 -0.84 5.46  0.2804
H39 -0.66 2.02 5.49  0.2755
H40 -0.48 3.50 4.51  0.4530
H41 0.62 3.20 5.88  0.2819
C23 -1.36 0.33 10.16  -0.9797
C24 -1.44 1.83 9.97  -0.2829
O9 -0.25 2.50 10.42  -0.2993
S3 1.03 2.47 9.48  1.2021
C25 1.94 3.73 10.31  -0.9870
O10 0.65 2.94 8.18  -0.5630
O11 1.70 1.23 9.65  -0.6343
H42 -0.61 -0.11 9.50  0.2791
H43 -2.32 -0.14 9.93  0.3901
H44 -1.07 0.08 11.18  0.2704
H45 -1.65 2.09 8.93  0.2811
H46 -2.26 2.23 10.56  0.2734
H47 1.39 4.67 10.22  0.3157
H48 2.90 3.81 9.82  0.3686
H49 2.07 3.45 11.35  0.3509
C26 -3.08 5.37 -5.06  -1.0250
C27 -3.75 4.02 -4.92  -0.2194
O12 -4.06 3.43 -6.20  -0.2942
S4 -2.88 2.75 -7.02  1.0988
C28 -3.89 1.90 -8.18  -0.9449
O13 -2.23 1.79 -6.17  -0.4903
O14 -2.13 3.76 -7.70  -0.6117
H50 -2.08 5.28 -5.49  0.2943
H51 -2.98 5.85 -4.08  0.3930
H52 -3.66 6.02 -5.71  0.2681
H53 -3.14 3.33 -4.33  0.2266
H54 -4.70 4.13 -4.40  0.2934
H55 -4.50 1.17 -7.66  0.2513
H56 -3.23 1.40 -8.89  0.3754
H57 -4.51 2.63 -8.70  0.3579

Summary:
HOMO level   -8.55 eV
Net charge   0
E_LUMO   0.509 eV
SMILES string   COCCCC[Si@](Br)(CCC(=O)Nc1ccccc1)[C@H](C)F.CCOS(C)(=O)=O.CCOS(C)(=O)=O.CCOS(C)(=O)=O.CCOS(C)(=O)=O
Molar mass   887.01 u